Formula: C31H20BaN6O5S2
Source: OMol25
Level of theory: ωB97M-V with the def2-TZVPD basis set

Output
Energy relative to the best compared isomer or geometry (same formula, charge and spin)   113.28 kcal/mol
Lowest unoccupied orbital energy   4.01 eV
Net charge   -2

Last column: Mulliken charge in e.
Atoms and positions in Å:
Ba 0.361 0.620 -1.293  1.9833
C 1.652 -3.637 -2.439  -0.8601
C 0.810 -2.537 -2.408  -0.3318
N 0.516 -1.907 -1.268  -0.6321
C 1.023 -2.334 -0.109  -0.8253
C 1.879 -3.437 -0.047  1.5283
C 2.194 -4.073 -1.243  -0.7418
C 2.432 -3.892 1.244  -1.0128
C 1.942 -3.442 2.393  -1.4430
C 0.777 -2.504 2.389  -0.5547
C 0.607 -1.542 1.157  1.6679
N 1.011 -0.197 1.034  -0.6158
C 1.283 0.590 2.109  0.3915
C 1.807 0.183 3.347  -1.1071
C 1.761 0.999 4.497  -0.4008
C 1.297 2.280 4.446  -1.1799
C 1.030 2.832 3.163  1.0984
C 0.792 4.212 2.988  -0.6427
C 0.752 4.749 1.735  -0.9238
C 0.933 3.898 0.628  -0.3165
N 1.065 2.598 0.734  -0.0578
C 1.104 2.048 1.985  0.0912
H 1.885 -4.118 -3.381  0.4086
H 0.354 -2.137 -3.310  0.4165
H 2.868 -4.924 -1.224  0.3889
H 3.254 -4.604 1.218  0.3667
H 2.370 -3.765 3.337  0.4349
H 0.675 -1.942 3.309  1.5963
H 2.248 -0.799 3.427  0.6247
H 2.098 0.585 5.443  0.3713
H 1.218 2.901 5.332  0.3139
H 0.682 4.839 3.869  0.3648
H 0.595 5.809 1.576  0.3555
H 0.941 4.306 -0.373  0.5083
C -3.429 3.834 -3.794  -0.7457
S -3.964 3.304 -2.157  -0.1325
C -2.439 2.621 -1.484  0.4678
S -0.948 3.280 -1.996  -0.4635
N -2.748 1.768 -0.542  -1.3448
N -1.909 0.791 -0.056  0.6049
C -2.178 0.427 1.140  -0.6962
C -1.799 -0.828 1.829  0.9599
C -2.509 -1.089 2.950  -0.6548
C -2.369 -2.351 3.667  -0.3356
C -1.537 -3.298 3.244  -1.1778
C -0.652 -3.026 2.072  0.0355
N -0.931 -1.782 1.298  -0.2073
H -4.266 4.399 -4.210  0.3307
H -3.206 2.973 -4.425  0.1892
H -2.550 4.472 -3.716  0.2503
H -2.891 1.029 1.701  0.2035
H -3.258 -0.374 3.261  0.3515
H -2.975 -2.515 4.553  0.3700
H -1.410 -4.238 3.773  0.3615
H -0.608 -3.882 1.392  0.4759
O 0.147 0.184 -7.767  -0.6961
C 0.190 0.255 -6.561  0.5106
C 1.441 0.237 -5.711  0.0048
O 2.586 0.183 -6.126  -0.7366
C 0.990 0.289 -4.316  0.8348
C -0.453 0.288 -4.256  0.8742
O -1.099 0.247 -3.169  -1.0296
C -0.999 0.358 -5.627  -0.1081
O -2.162 0.476 -5.961  -0.7187
O 1.719 0.308 -3.269  -1.0426

***

Formula: C31H20BrMgN9OS3
Source: OMol25
Level of theory: ωB97M-V with the def2-TZVPD basis set

Output
Energy relative to the best compared isomer or geometry (same formula, charge and spin)   33.39 kcal/mol
Lowest unoccupied orbital energy   3.47 eV
Net charge   -2

Last column: Mulliken charge in e.
Atoms and positions in Å:
Mg -22.198 1.424 5.548  1.1316
C -24.063 0.976 9.775  -1.9059
C -23.427 0.768 8.474  0.4655
N -23.565 1.527 7.462  0.8147
N -24.243 2.629 7.631  -1.0628
C -24.918 3.059 6.615  0.1119
N -25.186 4.425 6.456  -0.3796
S -25.536 2.125 5.247  -0.5029
C -22.572 -0.376 8.207  0.5639
C -22.535 -1.434 9.088  -1.0417
C -21.797 -2.529 8.718  -0.2848
C -20.986 -2.496 7.593  -0.8759
C -21.123 -1.400 6.752  -0.2676
N -21.861 -0.389 7.078  0.7415
H -23.361 0.708 10.591  0.3770
H -24.903 0.273 9.761  0.4070
H -24.336 2.001 9.956  0.3874
H -25.016 5.010 7.254  0.2024
H -25.724 4.587 5.657  0.1546
H -23.275 -1.504 9.927  0.2469
H -21.922 -3.451 9.303  0.3539
H -20.254 -3.283 7.378  0.3918
H -20.572 -1.284 5.879  0.3398
S -22.822 -0.289 3.892  -0.5118
C -21.314 -0.705 3.043  0.6154
C -21.485 -1.663 1.961  -1.4005
C -20.370 -1.992 1.179  0.6585
C -20.491 -3.098 0.267  -0.0349
N -20.802 -3.937 -0.463  -0.6373
C -19.107 -1.457 1.378  0.3715
C -18.909 -0.606 2.448  -0.9597
C -20.009 -0.133 3.270  0.7157
S -19.655 1.009 4.473  -0.4662
C -18.003 -1.800 0.525  -0.0453
N -17.029 -2.137 0.121  -0.5501
H -22.453 -2.050 1.700  0.4086
H -17.898 -0.236 2.565  0.3868
Br -21.485 3.491 12.820  -0.2413
C -21.133 4.786 11.425  0.1571
C -21.915 4.919 10.306  0.1059
C -21.693 5.958 9.394  -0.1465
C -20.626 6.831 9.538  -0.1430
C -19.884 6.706 10.722  -0.0646
C -20.146 5.723 11.679  -0.6074
N -20.201 7.805 8.580  -0.7635
N -20.369 7.657 7.307  -0.4535
C -20.661 6.417 6.667  0.0494
C -21.311 6.571 5.468  -0.1001
C -21.914 5.558 4.765  -1.1476
C -21.782 4.230 5.204  0.9825
O -22.392 3.237 4.719  -0.7157
C -20.937 4.010 6.367  0.6994
N -20.833 2.734 6.783  0.3038
C -19.977 2.424 7.739  -0.0801
C -19.159 3.358 8.398  -1.6488
C -19.301 4.704 7.959  0.0503
C -20.240 5.083 7.013  -0.7793
H -22.692 4.128 10.137  0.1453
H -22.455 6.028 8.645  0.4510
H -19.018 7.408 10.775  0.3256
H -19.625 5.743 12.605  0.4583
H -21.172 7.592 5.101  0.3766
H -22.308 5.730 3.770  0.4044
H -19.829 1.390 8.047  0.4915
H -18.391 3.083 9.073  0.5116
H -18.534 5.415 8.236  0.4592

***

Formula: C31H20Cl2N2O3PS5V
Source: OMol25
Level of theory: ωB97M-V with the def2-TZVPD basis set

Output
⟨S²⟩   2.037
Spin multiplicity   3
Energy relative to the best compared isomer or geometry (same formula, charge and spin)   22.97 kcal/mol
Lowest unoccupied orbital energy (alpha / beta)   3.96 / 3.96 eV
Net charge   -2

Last column: Mulliken charge in e.
Atoms and positions in Å:
V 0.622 0.346 0.257  0.5492
Cl 4.694 -0.388 3.418  -0.2682
C 3.011 -0.654 3.762  0.2505
C 2.644 -1.089 5.031  -0.5991
C 1.334 -1.323 5.344  0.7529
Cl 0.913 -1.880 6.955  -0.3249
C 0.319 -1.128 4.384  -0.0868
C -1.056 -1.370 4.603  -0.8217
C -1.946 -1.150 3.597  -1.3675
C -1.488 -0.667 2.360  0.0016
N -0.219 -0.434 2.121  0.7269
C 0.698 -0.669 3.103  0.0201
C 2.078 -0.428 2.731  0.3257
O 2.369 -0.054 1.562  -0.5730
H 3.415 -1.245 5.774  0.4193
H -1.388 -1.730 5.567  0.3733
H -3.003 -1.327 3.741  0.4355
H -2.169 -0.437 1.553  0.4902
S 5.721 -3.938 -3.174  -0.3697
C 4.559 -3.016 -2.400  0.1288
S 4.426 -1.319 -2.556  -0.1173
C 3.019 -1.060 -1.561  0.1224
C 2.505 -2.174 -0.977  0.0052
S 1.074 -2.245 0.001  -0.2926
S 3.363 -3.652 -1.357  -0.1219
S 2.387 0.553 -1.436  -0.5401
O -1.706 2.039 1.364  -0.6234
N -1.657 1.238 0.161  0.2739
C -2.772 1.550 -0.501  -1.1336
C -3.244 1.073 -1.738  0.7241
C -4.514 1.566 -2.180  -1.1284
C -5.101 1.155 -3.340  -0.4747
C -4.465 0.194 -4.165  -0.8738
C -3.236 -0.289 -3.770  -0.1691
C -2.589 0.133 -2.601  0.2769
P -0.996 -0.590 -2.136  1.5555
C -0.046 -0.573 -3.708  0.2822
C 0.965 -1.504 -3.945  -0.4775
C 1.768 -1.413 -5.071  -0.9186
C 1.585 -0.375 -5.976  -0.6658
C 0.594 0.568 -5.741  -0.6641
C -0.215 0.468 -4.617  -0.9032
C -1.556 -2.349 -2.016  0.9217
C -1.479 -3.317 -3.007  -0.2857
C -1.985 -4.596 -2.792  -0.6743
C -2.581 -4.922 -1.585  -0.5728
C -2.672 -3.955 -0.589  -0.5225
C -2.164 -2.689 -0.806  -0.4970
H -0.768 2.257 1.485  0.4335
H -3.398 2.291 -0.013  0.1574
H -5.023 2.293 -1.556  0.2972
H -6.065 1.563 -3.626  0.3521
H -4.929 -0.154 -5.078  0.3984
H -2.740 -1.027 -4.393  0.2781
H 1.152 -2.295 -3.228  0.7040
H 2.554 -2.142 -5.223  0.4659
H 2.219 -0.294 -6.851  0.3779
H 0.451 1.390 -6.433  0.3712
H -0.984 1.210 -4.442  0.4165
H -1.018 -3.088 -3.960  0.3839
H -1.903 -5.340 -3.576  0.3842
H -2.966 -5.920 -1.416  0.3409
H -3.129 -4.197 0.364  0.4070
H -2.221 -1.943 -0.021  0.0887
O 0.853 1.811 0.711  -0.4257

***

Formula: C31H22BrF3IrN5O2S2
Source: OMol25
Level of theory: ωB97M-V with the def2-TZVPD basis set

Output
Lowest unoccupied orbital energy   -7.75 eV
Net charge   +2

Last column: Mulliken charge in e.
Atoms and positions in Å:
Ir 0.520 -0.831 -0.295  2.5472
O -5.228 3.676 3.155  -0.4771
C -3.943 3.399 3.082  0.4658
O -3.130 3.997 3.741  -0.5223
C -3.477 2.324 2.148  0.8396
C -4.294 1.590 1.282  -1.2243
C -3.762 0.630 0.453  -1.6838
C -2.368 0.365 0.443  0.7830
C -1.562 1.121 1.326  1.6367
C -2.095 2.068 2.153  -0.8984
N -1.733 -0.541 -0.338  -0.0375
C -2.359 -1.358 -1.201  -0.1283
C -1.634 -2.267 -1.974  0.2633
C -2.270 -3.153 -2.886  -1.1348
C -1.525 -4.036 -3.618  -0.5651
C -0.132 -4.050 -3.451  -1.1458
C 0.433 -3.167 -2.551  0.0214
N -0.275 -2.301 -1.834  0.0210
H -5.816 3.151 2.595  0.2882
H -5.363 1.756 1.245  0.2129
H -4.430 0.082 -0.193  0.3890
H -0.495 0.915 1.317  -0.8712
H -1.483 2.642 2.832  0.6784
H -3.436 -1.328 -1.297  0.3412
H -3.342 -3.109 -2.982  0.5541
H -1.996 -4.715 -4.312  0.4752
H 0.490 -4.730 -4.010  0.4924
H 1.507 -3.162 -2.401  0.6086
S 3.031 -1.667 -0.651  -0.3987
C 3.233 -0.438 0.483  0.3475
N 2.203 0.265 0.926  -0.0759
C 2.599 1.197 1.840  -0.8132
C 1.808 2.127 2.523  0.2339
C 2.394 2.975 3.436  -0.8231
C 3.773 2.938 3.697  -0.5746
C 4.586 2.049 3.028  -0.6300
C 4.004 1.186 2.108  0.7325
S 4.793 -0.020 1.156  -0.1759
H 0.750 2.190 2.340  0.2009
H 1.782 3.687 3.967  0.4614
H 4.195 3.615 4.424  0.4211
H 5.648 2.018 3.210  0.4297
Br 0.044 -5.672 4.342  -0.0482
C 0.198 -4.294 3.067  0.1290
C -0.130 -2.977 3.385  -0.8981
C -0.038 -2.009 2.405  0.1825
N 0.365 -2.263 1.154  0.0351
C 0.697 -3.529 0.861  0.1961
C 0.624 -4.564 1.767  -0.9303
H -0.451 -2.713 4.379  0.5038
H -0.293 -0.986 2.641  0.3793
H 1.045 -3.736 -0.140  0.3699
H 0.898 -5.564 1.470  0.4716
F 2.659 3.250 -5.465  -0.2318
C 1.371 3.169 -5.124  0.7143
F 0.703 2.671 -6.171  -0.2320
F 0.922 4.400 -4.897  -0.2662
C 1.180 2.261 -3.925  0.4356
C 1.606 0.941 -4.016  -1.3135
C 1.385 0.104 -2.939  0.1698
N 0.775 0.504 -1.817  -0.0155
C 0.376 1.776 -1.738  0.1229
C 0.558 2.691 -2.763  -0.9348
H 2.090 0.579 -4.909  0.4741
H 1.709 -0.925 -2.996  0.4594
H -0.117 2.082 -0.826  0.4029
H 0.219 3.711 -2.666  0.5593